Molecular formula: C59H47CsF10GeN7O2SSe
Method: DFT, ωB97M-V with the def2-TZVPD basis set

energy relative to the best compared isomer or geometry (same formula, charge and spin): 0.0 kJ/mol
⟨S²⟩: 0.757
E_HOMO (alpha / beta): -1.67 / -1.67 eV
charge: -2
HOMO-LUMO gap (alpha / beta): 5.20 / 4.99 eV
2S+1: 2

The geometry in XYZ format:
```
129
C59H47CsF10GeN7O2SSe ωB97M-V with the def2-TZVPD basis set
Cs 0.30 -0.36 0.27
C -0.28 -3.37 -3.00
N 0.59 -3.26 -1.86
C 1.97 -3.03 -2.26
C 2.22 -1.89 -3.24
N 1.79 -0.61 -2.71
C 2.42 0.48 -3.10
C 3.43 0.68 -4.10
F 3.80 -0.34 -4.94
C 4.07 1.88 -4.32
F 5.05 1.95 -5.25
C 3.72 3.03 -3.63
F 4.41 4.19 -3.79
C 2.68 2.93 -2.73
F 2.30 4.02 -2.03
C 2.06 1.73 -2.50
F 1.01 1.72 -1.65
C 0.49 -4.47 -1.04
C 1.55 -4.66 0.03
N 1.57 -3.56 0.97
C 2.59 -3.47 1.80
C 3.71 -4.32 2.03
F 3.84 -5.51 1.37
C 4.70 -4.03 2.96
F 5.74 -4.90 3.09
C 4.67 -2.91 3.75
F 5.67 -2.63 4.63
C 3.58 -2.06 3.60
F 3.49 -0.96 4.38
C 2.61 -2.34 2.68
F 1.53 -1.53 2.61
H 0.07 -4.14 -3.72
H -0.36 -2.42 -3.52
H -1.28 -3.66 -2.67
H 2.39 -3.94 -2.73
H 2.55 -2.82 -1.36
H 1.74 -2.12 -4.21
H 3.30 -1.92 -3.43
H 0.54 -5.37 -1.70
H -0.50 -4.48 -0.57
H 2.51 -4.83 -0.46
H 1.30 -5.62 0.52
C 0.13 -0.40 8.54
C -0.28 0.07 7.16
C -0.02 -0.71 6.04
C -0.40 -0.29 4.77
C -1.02 0.94 4.63
C -1.29 1.73 5.74
C -0.91 1.29 6.99
S -1.43 1.52 2.99
O -2.30 2.67 3.18
O -0.14 1.82 2.36
N -2.03 0.33 2.21
C -3.13 -0.39 2.58
C -3.96 -0.16 3.66
C -5.03 -1.03 3.96
C -5.30 -2.13 3.21
C -4.49 -2.41 2.08
C -4.68 -3.54 1.25
C -3.86 -3.75 0.18
C -2.84 -2.81 -0.07
N -2.63 -1.75 0.66
C -3.42 -1.54 1.75
H 0.77 -1.28 8.48
H -0.75 -0.67 9.13
H 0.66 0.38 9.07
H 0.48 -1.67 6.15
H -0.19 -0.90 3.91
H -1.79 2.68 5.59
H -1.12 1.91 7.86
H -3.79 0.71 4.27
H -5.65 -0.81 4.82
H -6.12 -2.80 3.45
H -5.48 -4.23 1.48
H -3.97 -4.60 -0.47
H -2.17 -2.93 -0.92
C 5.45 3.54 -0.24
N 4.27 3.42 0.59
C 3.60 2.25 0.85
Se 4.07 0.58 0.33
N 2.52 2.60 1.60
C 2.48 3.97 1.80
C 1.57 4.78 2.45
C 1.84 6.14 2.46
C 2.97 6.67 1.84
C 3.87 5.85 1.16
C 3.60 4.49 1.16
H 5.77 2.53 -0.51
H 6.24 4.05 0.30
H 5.21 4.09 -1.15
H 1.75 2.00 1.84
H 0.69 4.35 2.91
H 1.15 6.81 2.96
H 3.14 7.74 1.86
H 4.74 6.26 0.66
C -1.79 4.51 -1.14
C -2.06 3.42 -0.32
C -2.12 2.13 -0.85
C -1.92 1.92 -2.22
C -1.65 3.02 -3.03
C -1.58 4.30 -2.50
Ge -1.94 0.16 -3.06
C -3.62 -0.78 -2.76
C -4.51 -0.33 -1.78
C -5.64 -1.07 -1.46
C -5.90 -2.27 -2.11
C -5.02 -2.73 -3.09
C -3.88 -1.99 -3.40
C -1.43 0.21 -4.93
C -2.23 -0.32 -5.95
C -1.78 -0.36 -7.26
C -0.52 0.14 -7.57
C 0.28 0.69 -6.58
C -0.17 0.72 -5.27
H -1.73 5.50 -0.72
H -2.20 3.55 0.75
H -2.27 1.34 -0.11
H -1.47 2.88 -4.09
H -1.35 5.14 -3.14
H -4.31 0.59 -1.26
H -6.31 -0.72 -0.68
H -6.77 -2.86 -1.85
H -5.21 -3.67 -3.59
H -3.18 -2.39 -4.12
H -3.21 -0.71 -5.71
H -2.40 -0.78 -8.04
H -0.16 0.11 -8.60
H 1.27 1.07 -6.81
H 0.47 1.12 -4.49
```